One molecule with the formula C5H8O, computed with the ωB97M-V functional and the def2-TZVPD basis.

The geometry in XYZ format:
```
14
Properties=species:S:1:pos:R:3:mulliken_charge:R:1
C 2.48452 -0.04009 0.31715 0.0067
C 1.26855 -0.06918 0.53028 -0.7777
C -0.23156 0.00000 0.35431 1.0692
C -0.62864 1.46087 -0.04517 -1.2658
C -0.59960 -0.98928 -0.73853 -1.3576
O -0.85306 -0.30463 1.59294 -0.5475
H 3.55022 -0.04503 0.09633 0.4208
H -1.71562 1.46339 0.02861 0.3467
H 0.04373 2.25652 0.41542 0.3504
H -0.19852 1.49970 -1.08845 0.3061
H -0.13185 -0.82669 -1.62516 0.4318
H -1.68663 -0.93844 -1.03552 0.3125
H -0.44742 -2.02981 -0.27360 0.3300
H -0.85409 -1.43735 1.47137 0.3746
```

## Properties
strongest force on any atom	5.6	eV Å⁻¹
orbital gap	10.8	eV
energy relative to the best compared isomer or geometry (same formula, charge and spin)	333.2	kJ/mol
HOMO energy	-10.021	eV
structure (SMILES)	C#CC(C)(C)O
net charge	0
lowest unoccupied orbital energy	0.8	eV

***

C43H32BrF2N11OSeTa as an isolated structure, computed with the ωB97M-V functional and the def2-TZVPD basis.

The geometry in XYZ format:
```
92
Properties=species:S:1:pos:R:3:mulliken_charge:R:1
Ta -0.01596 0.07338 0.14795 1.6536
Br -0.13555 -7.01336 -2.58057 -0.0239
C -0.31605 -5.32684 -1.79960 -0.5137
C -0.72186 -5.22974 -0.45876 -0.5920
C -0.87653 -3.99892 0.15764 -0.8534
C -0.58493 -2.86666 -0.58107 -0.3851
O -0.69674 -1.63577 -0.05783 1.0097
C -0.17442 -2.93634 -1.90668 0.1164
C 0.07136 -1.71688 -2.61648 0.2747
N 0.25456 -0.53482 -2.09931 -0.0231
C 0.49438 0.52402 -3.03670 0.0391
C 1.02654 0.40084 -4.29396 -0.5287
C 1.16377 1.53268 -5.12140 -1.4092
C 0.75692 2.76042 -4.68047 -0.8275
C 0.21880 2.90768 -3.38114 0.8415
C -0.26510 4.13699 -2.89105 -0.9220
C -0.83471 4.17342 -1.65133 -1.2915
C -0.86405 3.00830 -0.87787 0.1122
N -0.36646 1.83472 -1.26289 0.6717
C 0.12180 1.77906 -2.54719 -0.2481
C -0.07353 -4.18770 -2.53877 -0.5203
H -0.94302 -6.13403 0.09246 0.5428
H -1.23182 -3.91556 1.17516 0.6772
H 0.08406 -1.80248 -3.70106 0.5713
H 1.36384 -0.55427 -4.67403 0.6269
H 1.58377 1.41560 -6.11018 0.4499
H 0.83738 3.63180 -5.31697 0.4958
H -0.20910 5.02223 -3.51253 0.5296
H -1.26599 5.07904 -1.24999 0.5308
H -1.34657 3.04062 0.07958 0.4691
H 0.19040 -4.25622 -3.58710 0.6146
N 3.07977 -0.39291 -1.77740 0.2405
C 3.21313 0.56221 -0.86366 0.2333
N 4.44042 1.05158 -0.78448 -0.7808
C 4.64881 2.03827 0.07350 0.0805
N 5.86956 2.52106 0.22129 -0.3102
N 3.65944 2.59719 0.82050 -0.7934
C 2.48833 2.06088 0.68441 -0.1320
N 2.12748 0.99864 -0.10257 0.5897
C 1.42512 2.66567 1.50892 0.6637
C 1.66067 3.83688 2.21270 -0.6950
C 0.64685 4.36279 2.98794 -0.9448
C -0.55988 3.68231 3.03845 -1.0226
C -0.71229 2.52320 2.30692 -0.1535
N 0.26223 2.00730 1.52701 0.7036
H 3.91117 -0.64004 -2.28915 0.2425
H 2.22420 -0.89471 -1.90493 -0.2013
H 6.62848 2.13818 -0.31881 0.2707
H 6.04238 3.27733 0.86219 0.2591
H 2.63171 4.30198 2.14444 0.6464
H 0.79582 5.27684 3.54707 0.5008
H -1.38677 4.04058 3.63570 0.5675
H -1.65202 2.00373 2.32489 0.2922
F -5.16247 1.24792 -1.25910 -0.3171
C -4.35694 0.83034 -0.29126 -0.0408
C -2.98295 0.87125 -0.51307 -0.6837
C -2.12382 0.44709 0.49447 0.3596
C -2.65606 -0.06080 1.69647 0.1080
C -4.03999 -0.05928 1.85880 0.5992
F -4.58102 -0.49994 2.99615 -0.3076
C -4.91096 0.38505 0.88510 -0.9662
C -1.68618 -0.48255 2.71158 0.0343
C -1.98477 -0.92088 3.99691 -0.7250
C -0.96101 -1.12210 4.90450 -0.7465
C 0.34537 -0.85424 4.52918 -1.4769
C 0.58395 -0.47086 3.23032 -0.2500
N -0.39452 -0.33040 2.31746 0.5023
H -2.64814 1.20741 -1.48149 0.7948
H -5.97991 0.36828 1.04607 0.5816
H -3.00915 -1.07144 4.29003 0.7271
H -1.19109 -1.44724 5.91054 0.5212
H 1.16827 -0.93872 5.22399 0.5809
H 1.58963 -0.23948 2.91645 0.7145
C 3.00893 -4.66408 2.63398 -0.9779
N 2.94765 -4.62261 1.17736 0.3343
C 2.61022 -3.58343 0.40213 -0.2867
Se 2.25601 -1.86446 1.04404 -0.0665
N 2.67758 -3.98836 -0.87809 0.4586
C 3.07108 -5.32597 -0.94577 0.3304
C 3.29724 -6.18176 -2.01520 -0.6820
C 3.70649 -7.46139 -1.69450 -0.6446
C 3.88377 -7.86940 -0.36247 -0.7153
C 3.66106 -7.01094 0.69699 -0.6773
C 3.24858 -5.72590 0.36770 0.5961
H 2.68028 -3.70663 3.02419 0.2053
H 4.03334 -4.85893 2.94553 0.3850
H 2.35517 -5.45667 2.99323 0.3715
H 2.45615 -3.39214 -1.65194 0.1342
H 3.16477 -5.87210 -3.04289 0.4800
H 3.89954 -8.16871 -2.48888 0.4580
H 4.20700 -8.88126 -0.16246 0.4375
H 3.80319 -7.32802 1.72046 0.5048
```

## Properties
strongest force on any atom	1.7	eV Å⁻¹
orbital gap	6.0	eV
energy relative to the best compared isomer or geometry (same formula, charge and spin)	40.0	kJ/mol
HOMO energy	-15.093	eV
net charge	+3
lowest unoccupied orbital energy	-9.1	eV

***

C29H59N4OSi6V as an isolated structure, computed with the ωB97M-V functional and the def2-TZVPD basis.

The geometry in XYZ format:
```
100
Properties=species:S:1:pos:R:3:mulliken_charge:R:1
V 0.75497 0.02244 0.07844 -0.4365
C 2.81205 -0.67072 3.01617 -0.8780
Si 3.30528 0.84147 2.04416 0.1849
C 5.11629 0.70379 1.56329 -1.2842
C 3.04890 2.40453 3.03408 -1.1823
N 2.27033 0.92413 0.61817 0.9788
C 2.31699 1.93063 -0.37372 0.3405
C 3.47684 2.61292 -0.75928 -0.0271
C 3.43737 3.56927 -1.75269 -1.0291
C 2.24413 3.83721 -2.42150 -1.0826
C 1.09346 3.16216 -2.07390 -0.2949
C 1.09525 2.23488 -1.02632 -0.0510
N -0.05862 1.55911 -0.57215 0.7365
Si -1.67180 2.26998 -0.53991 -0.2154
C -2.59766 1.57050 0.91424 -0.1516
C -2.57183 1.86469 -2.12543 -0.6757
C -1.52184 4.12109 -0.29998 -1.1561
H 3.61085 -0.92659 3.71672 0.5833
H 2.64213 -1.53325 2.36842 0.0942
H 1.89959 -0.50981 3.59148 0.1222
H 5.65739 0.14659 2.33195 0.4625
H 5.59324 1.68159 1.47411 0.4066
H 5.24747 0.17165 0.61922 0.2643
H 3.62534 2.37614 3.96195 0.4010
H 1.99678 2.53573 3.29460 0.2781
H 3.36543 3.28357 2.46821 0.3033
H 4.41140 2.38866 -0.26617 0.2639
H 4.34166 4.10023 -2.01945 0.4448
H 2.21804 4.57285 -3.21455 0.4287
H 0.16870 3.35589 -2.60191 0.3894
H -2.58790 0.48108 0.91189 -0.5218
H -3.63559 1.91753 0.89698 0.4417
H -2.15607 1.90767 1.85405 0.1397
H -2.66823 0.78113 -2.22476 -0.0133
H -2.03894 2.23298 -3.00494 0.3545
H -3.57233 2.30609 -2.13569 0.4570
H -0.77599 4.34604 0.46636 0.3341
H -2.48119 4.51704 0.04325 0.4196
H -1.24344 4.66251 -1.20356 0.3315
N -0.02802 -0.61306 1.35762 0.4607
C -0.75180 -0.73319 2.53077 -0.7308
C -0.63597 0.24662 3.52191 -0.0008
C -1.37508 0.15384 4.68768 -0.7222
C -2.24233 -0.91416 4.88669 -0.7136
C -2.36088 -1.88671 3.90432 -0.9865
C -1.62413 -1.80089 2.73272 0.4241
H 0.03122 1.08147 3.34713 0.3274
H -1.27631 0.92132 5.44497 0.4156
H -2.81826 -0.98643 5.79968 0.3925
H -3.03118 -2.72496 4.05029 0.4484
H -1.71970 -2.55405 1.96393 0.0962
C -3.95580 -3.27340 0.36532 -1.4659
C -3.69371 -1.86899 -0.12601 0.7258
N -4.76145 -1.03106 -0.08055 -0.3358
O -2.61742 -1.50992 -0.57229 -0.4304
H -4.62060 -3.28640 1.22905 0.4789
H -3.01283 -3.75198 0.61287 0.1112
H -4.42287 -3.84548 -0.43842 0.4006
H -5.61767 -1.29143 0.37226 0.1968
H -4.62765 -0.07388 -0.35950 0.2077
C -1.02496 -4.46983 -1.52203 -0.7335
Si 0.68185 -4.03138 -0.86428 0.7388
C 0.71573 -4.13391 1.01323 -0.8004
C 1.82047 -5.40131 -1.48360 -1.2413
Si 1.33553 -1.87637 -1.53999 0.4784
Si 0.43763 -1.41292 -3.66797 0.4766
C 1.24002 -2.48523 -4.99442 -1.1897
C -1.41647 -1.70470 -3.76078 -0.6059
C 0.74113 0.38730 -4.11861 -0.5914
Si 3.67625 -2.03097 -1.77918 0.2052
C 4.41462 -2.56517 -0.12902 -0.6423
C 4.45023 -0.40751 -2.31857 -0.6051
C 4.24970 -3.29522 -3.05369 -1.0769
H -1.40992 -5.36477 -1.02368 0.4199
H -0.96507 -4.68650 -2.59144 0.3583
H -1.72749 -3.64828 -1.38357 -0.2092
H 0.30875 -5.08333 1.37130 0.4299
H 0.15828 -3.31246 1.46293 -0.1219
H 1.74607 -4.05321 1.37152 0.2927
H 1.42866 -6.36123 -1.13355 0.4064
H 2.83998 -5.30377 -1.10737 0.2825
H 1.86196 -5.43731 -2.57401 0.2801
H 1.25994 -3.53994 -4.71034 0.2917
H 2.26602 -2.17188 -5.19274 0.2727
H 0.67903 -2.39793 -5.92933 0.3827
H -1.65038 -2.76867 -3.82123 0.3314
H -1.81497 -1.21983 -4.65721 0.4518
H -1.92823 -1.30417 -2.88650 -0.2682
H 1.77653 0.69482 -3.95638 0.1842
H 0.10626 1.03322 -3.50850 -0.2924
H 0.49206 0.56310 -5.16909 0.5721
H 4.12166 -1.90144 0.68559 -0.1966
H 5.50728 -2.57957 -0.17715 0.3946
H 4.07981 -3.57240 0.13110 0.3070
H 4.20746 0.41312 -1.64709 -0.1460
H 4.09939 -0.12926 -3.31575 0.2890
H 5.53919 -0.50477 -2.36409 0.4607
H 3.89912 -4.30371 -2.84008 0.2829
H 5.34408 -3.31407 -3.05207 0.3885
H 3.92620 -3.03304 -4.06078 0.2813
```

## Properties
strongest force on any atom	0.2	eV Å⁻¹
orbital gap	7.9	eV
energy relative to the best compared isomer or geometry (same formula, charge and spin)	0.0	kJ/mol
HOMO energy	-7.704	eV
net charge	0
lowest unoccupied orbital energy	0.2	eV

***

> The lowest orbital gap belongs to which entry?

C43H32BrF2N11OSeTa

***

> Number 1 is which compound?

C5H8O

***

> What is the formula in the third record?

C29H59N4OSi6V